--- P ---
Computed, not measured: a 2-piece molecular cluster, C4H2F2O overall, with the ωB97M-V functional and the def2-TZVPD basis.

Computed properties:
* Kohn-Sham gap: 0.3538 hartree
* HOMO: -10.750 eV
* lowest unoccupied orbital energy: -1.12 eV
* charge: 0
* multiplicity: 1

Element x y z (Å)
C1 1.80 -1.33 -2.08
C2 0.92 -1.28 -1.19
C3 0.17 -0.41 -0.13
C4 -0.60 -1.47 -0.67
O1 -0.08 0.85 -0.56
F1 -1.65 -1.23 -1.46
F2 -0.90 -2.61 -0.08
H1 0.79 -0.47 1.36
H2 0.57 1.45 -0.25

--- Q ---
Computed, not measured: one molecule with the formula C4H2F2O, with the ωB97M-V functional and the def2-TZVPD basis.

Computed properties:
* Kohn-Sham gap (spin up / spin down): 0.2965 / 0.2956 hartree
* SMILES: Fc1ccoc1F
* HOMO (spin up / spin down): -8.015 / -7.914 eV
* lowest unoccupied orbital energy (spin up / spin down): 0.05 / 0.13 eV
* charge: 0
* multiplicity: 1

Element x y z (Å)
F1 0.76 -0.57 -3.12
C1 0.23 -0.12 -2.04
C2 0.22 -0.38 -0.70
C3 -0.46 0.66 -0.01
O1 -1.13 1.53 -0.84
C4 -1.11 1.12 -2.10
F2 -1.20 2.11 -3.04
H1 0.73 -1.07 -0.16
H2 -0.63 0.91 1.07

Result of the stability comparison: Q is the most stable of them.

--- P ---
Computed, not measured: one molecule with the formula C4H2F2O, with the ωB97M-V functional and the def2-TZVPD basis.

Computed properties:
* Kohn-Sham gap: 0.3724 hartree
* SMILES: Fc1coc(F)c1
* HOMO: -9.216 eV
* lowest unoccupied orbital energy: 0.92 eV
* charge: 0
* multiplicity: 1

Element x y z (Å)
F1 -2.22 -0.48 -0.04
C1 -0.95 -0.11 0.02
C2 -0.50 1.14 -0.03
O1 0.82 1.10 0.02
C3 1.17 -0.20 -0.05
F2 2.50 -0.43 -0.03
C4 0.15 -1.02 0.00
H1 -1.00 2.13 -0.01
H2 0.03 -2.12 0.12

--- Q ---
Computed, not measured: one molecule with the formula C4H2F2O, with the ωB97M-V functional and the def2-TZVPD basis.

Computed properties:
* Kohn-Sham gap (spin up / spin down): 0.2996 / 0.2996 hartree
* HOMO (spin up / spin down): -8.814 / -8.815 eV
* lowest unoccupied orbital energy (spin up / spin down): -0.66 / -0.66 eV
* charge: 0
* multiplicity: 1

Element x y z (Å)
C1 -1.12 -1.03 -0.92
C2 -0.53 0.03 -0.34
C3 -1.04 -1.06 0.55
C4 0.48 0.88 -0.28
O1 1.48 0.62 -1.13
F1 -2.22 -1.17 1.23
F2 0.77 1.82 0.65
H1 -0.11 -1.39 1.20
H2 2.28 1.31 -0.96

Result of the stability comparison: P is the most stable of them.